[1]
This record from the OMol25 dataset describes an isolated molecule of CN4O in a non-equilibrium geometry. The level of theory is ωB97M-V/def2-TZVPD.

For the total energy, the calculation gives -332.271871 a.u. The orbital gap comes out at 8.7742 eV. As for the charge: 0. For the HOMO energy, the calculation gives -10.51 eV. As for the structure (SMILES): O=C1N=NN=N1. The value obtained for the energy above the lowest of the compared OMol25 structures with the same formula, charge and spin is 0.0 kcal/mol.

CARTESIAN COORDINATES (ANGSTROEM)
C: 0.73 -0.37 -0.28
N: 0.30 0.21 1.13
N: -0.78 0.66 1.14
N: -1.42 0.37 -0.38
N: -0.60 -0.19 -1.00
O: 1.77 -0.68 -0.61

For reference, the Löwdin charges in units of e are:
1 C -0.38
2 N 0.03
3 N 0.04
4 N 0.05
5 N 0.03
6 O 0.23

[2]
This record from the OMol25 dataset describes a structure of composition C32H85F2FeO11 in a non-equilibrium geometry. The level of theory is ωB97M-V/def2-TZVPD.

For the total energy, the calculation gives -3561.248863 a.u. The orbital gap (alpha / beta) comes out at 9.4174 / 7.8561 eV. Its expectation value of S² is 8.76. As for the charge: 0. As for the multiplicity: 6. For the HOMO energy (alpha / beta), the calculation gives -8.76 / -8.40 eV.

CARTESIAN COORDINATES (ANGSTROEM)
Fe: -7.56 16.01 0.02
C: -7.61 12.30 -2.35
C: -6.53 13.23 -1.74
O: -7.18 14.23 -0.95
H: -8.25 12.82 -3.06
H: -8.27 11.86 -1.61
H: -7.19 11.51 -2.98
H: -6.10 13.76 -2.59
H: -5.78 12.67 -1.20
F: -6.86 17.40 -1.30
F: -8.42 15.24 1.64
C: -12.53 19.91 -0.84
C: -11.70 19.97 0.30
C: -12.46 19.74 1.59
O: -10.79 18.84 0.24
H: -13.00 18.94 -1.01
H: -12.02 20.14 -1.77
H: -13.31 20.67 -0.75
H: -11.21 20.93 0.14
H: -13.36 20.34 1.77
H: -11.70 20.00 2.33
H: -12.51 18.67 1.78
H: -11.26 18.02 0.34
C: -3.76 15.24 0.58
C: -4.98 15.20 1.41
C: -4.68 15.51 2.89
O: -5.78 16.26 0.90
H: -4.09 15.26 -0.46
H: -3.11 14.38 0.73
H: -3.16 16.14 0.65
H: -5.61 14.31 1.35
H: -3.89 14.93 3.38
H: -5.56 15.40 3.52
H: -4.21 16.49 2.95
H: -5.21 17.02 1.03
C: -7.02 20.10 1.27
C: -7.53 18.81 1.96
C: -8.43 19.14 3.13
O: -8.25 17.96 1.06
H: -7.74 20.87 1.00
H: -6.46 19.87 0.36
H: -6.33 20.60 1.95
H: -6.79 18.22 2.50
H: -7.84 19.73 3.84
H: -8.84 18.29 3.67
H: -9.28 19.77 2.88
H: -8.88 18.53 0.62
C: -7.39 20.98 -4.55
C: -7.69 20.31 -3.19
C: -9.00 20.79 -2.45
O: -7.89 18.92 -3.36
H: -6.34 20.98 -4.81
H: -7.65 22.03 -4.45
H: -8.04 20.48 -5.27
H: -6.83 20.36 -2.53
H: -9.89 20.51 -3.01
H: -9.14 21.87 -2.44
H: -9.12 20.53 -1.39
H: -7.71 18.40 -2.57
C: -4.07 22.58 -2.32
C: -4.59 24.00 -2.47
C: -3.58 24.90 -3.24
O: -5.70 23.88 -3.34
H: -4.75 21.74 -2.51
H: -3.75 22.47 -1.29
H: -3.18 22.44 -2.93
H: -4.77 24.41 -1.48
H: -3.20 24.45 -4.16
H: -2.79 25.21 -2.56
H: -3.97 25.86 -3.60
H: -5.34 24.03 -4.22
C: -7.86 15.84 -5.17
C: -8.83 15.04 -6.04
C: -8.24 14.10 -7.00
O: -9.62 14.29 -5.14
H: -8.38 16.69 -4.74
H: -7.07 16.27 -5.79
H: -7.36 15.26 -4.38
H: -9.45 15.66 -6.68
H: -8.83 13.50 -7.69
H: -7.74 13.27 -6.50
H: -7.42 14.56 -7.56
H: -10.55 14.53 -5.11
C: -3.35 19.67 2.95
C: -3.54 19.66 1.50
C: -2.29 19.82 0.69
O: -4.11 18.42 1.17
H: -2.82 18.85 3.42
H: -4.31 19.57 3.46
H: -2.89 20.61 3.26
H: -4.19 20.45 1.14
H: -2.47 19.65 -0.38
H: -1.44 19.19 0.95
H: -1.89 20.82 0.83
H: -4.08 18.44 0.21
C: -2.63 18.84 -3.15
C: -3.94 18.20 -2.91
C: -3.88 16.74 -3.25
O: -4.29 18.26 -1.55
H: -1.97 18.30 -2.48
H: -2.67 19.92 -2.96
H: -2.14 18.77 -4.12
H: -4.70 18.68 -3.53
H: -3.17 16.34 -2.52
H: -3.51 16.54 -4.26
H: -4.87 16.31 -3.12
H: -5.19 17.94 -1.52
C: -13.61 16.06 0.51
C: -12.44 15.84 1.49
C: -12.21 14.43 1.86
O: -11.29 16.40 0.97
H: -13.75 17.11 0.23
H: -14.55 15.63 0.87
H: -13.44 15.58 -0.45
H: -12.72 16.29 2.44
H: -11.28 14.29 2.42
H: -12.08 13.88 0.93
H: -13.10 13.92 2.25
H: -10.60 16.28 1.63
C: -10.65 14.34 -1.80
C: -9.92 15.68 -2.05
C: -10.83 16.75 -2.84
O: -9.38 16.11 -0.80
H: -11.63 14.52 -1.36
H: -10.12 13.66 -1.13
H: -10.79 13.99 -2.82
H: -9.02 15.60 -2.66
H: -10.17 17.44 -3.36
H: -11.45 17.38 -2.20
H: -11.44 16.27 -3.60
H: -10.23 16.21 -0.36

Atom charges from the Löwdin analysis, given in e for atoms 1 to 6:
1 Fe 1.13
2 C -0.09
3 C -0.34
4 O -0.31
5 H 0.05
6 H 0.07

[3]
This record from the OMol25 dataset describes an isolated molecule of C7H6ClNO2P2 in a non-equilibrium geometry. The level of theory is ωB97M-V/def2-TZVPD.

For the total energy, the calculation gives -1618.263985 a.u. The orbital gap (alpha / beta) comes out at 6.9063 / 6.8507 eV. As for the charge: 0. For the HOMO energy (alpha / beta), the calculation gives -8.54 / -8.83 eV. The value obtained for the energy above the lowest of the compared OMol25 structures with the same formula, charge and spin is 35.8 kcal/mol.

CARTESIAN COORDINATES (ANGSTROEM)
C: 2.20 0.58 0.54
C: 0.83 -1.12 -0.44
C: 1.16 1.47 0.52
C: -0.23 -0.25 -0.50
C: 2.02 -0.75 0.19
C: -0.11 1.01 0.03
C: -3.08 1.12 -0.28
N: 3.11 -1.70 0.25
O: 4.09 -1.40 0.91
O: 3.00 -2.77 -0.34
P: -3.35 -0.62 0.60
P: -1.41 2.24 -0.31
Cl: -5.27 -1.62 0.44
H: 3.23 1.01 0.63
H: 0.78 -2.13 -0.62
H: 1.48 2.43 0.69
H: -1.30 -0.54 -0.92
H: -3.77 1.91 -0.08
H: -3.36 1.11 -1.32

Atom charges from the Löwdin analysis, given in e for atoms 1 to 6:
1 C -0.02
2 C 0.01
3 C -0.09
4 C -0.15
5 C -0.14
6 C -0.52